[1]
{
  "formula": "C12H26F12N5O11S4",
  "method": "ωB97M-V with the def2-TZVPD basis set",
  "symbols": ["N", "H", "H", "H", "H", "N", "H", "H", "H", "H", "C", "F", "F", "F", "S", "O", "O", "N", "S", "O", "O", "C", "F", "F", "F", "C", "F", "F", "F", "S", "O", "O", "N", "S", "O", "O", "C", "F", "F", "F", "C", "C", "O", "H", "H", "H", "H", "H", "C", "O", "N", "C", "C", "H", "H", "H", "H", "H", "H", "H", "C", "C", "O", "C", "H", "H", "H", "H", "H", "H"],
  "positions_angstrom": [[-3.09, 0.78, 0.41], [-2.84, -0.13, 0.05], [-4.08, 0.95, 0.53], [-2.67, 1.52, -0.14], [-2.59, 0.85, 1.28], [-0.07, -0.91, 0.73], [0.67, -1.58, 0.89], [-0.49, -0.65, 1.61], [-0.72, -1.44, 0.16], [0.14, -0.12, 0.13], [2.80, -2.75, 3.65], [3.10, -1.62, 2.95], [3.84, -3.54, 3.74], [2.41, -2.48, 4.89], [1.47, -3.89, 2.65], [1.86, -5.33, 2.55], [0.25, -3.60, 3.44], [1.43, -3.01, 1.15], [2.33, -3.79, 0.22], [3.63, -4.19, 0.72], [1.54, -4.81, -0.49], [2.81, -2.47, -1.10], [3.74, -3.00, -1.93], [1.69, -1.97, -1.75], [3.44, -1.45, -0.46], [0.68, 1.33, 3.70], [1.15, 1.26, 2.46], [1.07, 0.14, 4.22], [1.37, 2.32, 4.29], [-1.20, 1.74, 3.69], [-1.61, 1.77, 5.09], [-1.49, 2.98, 3.00], [-1.77, 0.45, 2.65], [-2.36, -0.71, 3.47], [-2.47, -1.95, 2.75], [-1.96, -0.94, 4.84], [-4.19, -0.08, 3.71], [-4.21, 1.11, 4.22], [-4.67, -0.03, 2.51], [-4.89, -0.92, 4.45], [-3.01, -1.90, -3.14], [-2.10, -1.63, -1.98], [-2.56, -1.76, -0.65], [-3.54, -0.98, -3.36], [-3.67, -2.74, -2.90], [-2.41, -2.24, -3.99], [-1.67, -0.67, -2.30], [-1.09, -2.05, -2.00], [-0.08, 2.83, -0.96], [-0.17, 1.73, -0.37], [1.12, 3.30, -1.32], [1.33, 4.72, -1.75], [2.28, 2.46, -1.16], [-0.91, 3.53, -1.15], [2.03, 4.75, -2.58], [1.72, 5.29, -0.91], [0.43, 5.17, -2.18], [2.57, 2.42, -0.11], [2.28, 1.45, -1.57], [3.19, 2.94, -1.50], [0.71, 0.38, -3.63], [0.49, 1.73, -4.31], [-0.51, 2.44, -4.12], [1.54, 2.08, -5.36], [1.79, 0.28, -3.56], [0.46, -0.36, -4.39], [0.26, 0.28, -2.64], [1.30, 1.67, -6.34], [2.58, 1.88, -5.10], [1.57, 3.14, -5.60]],
  "lowdin_charge": [0.286, 0.044, 0.127, 0.111, 0.009, 0.297, 0.022, 0.055, 0.080, 0.076, -0.612, 0.101, 0.131, 0.147, 0.773, -0.306, -0.321, -0.346, 0.535, -0.303, -0.312, -0.550, 0.113, 0.064, 0.087, -0.602, 0.111, 0.119, 0.133, 0.720, -0.282, -0.301, -0.358, 0.538, -0.252, -0.286, -0.731, 0.166, 0.143, 0.165, -0.115, -0.509, -0.355, 0.061, 0.066, 0.060, 0.049, 0.074, -0.292, -0.046, -0.158, -0.019, -0.047, 0.146, 0.081, 0.089, 0.086, 0.094, 0.080, 0.088, -0.031, -0.444, 0.025, -0.034, 0.067, 0.106, 0.056, 0.086, 0.075, 0.072],
  "lumo_ev": 1.75,
  "total_charge": -1,
  "orbital_gap_ev": 6.608,
  "multiplicity": 1,
  "e_tot_ev": -118786.003
}


[2]
{
  "formula": "C12H45CaN12O11",
  "method": "ωB97M-V with the def2-TZVPD basis set",
  "symbols": ["Ca", "C", "C", "O", "H", "H", "H", "H", "H", "C", "O", "H", "H", "H", "H", "C", "O", "H", "H", "H", "H", "C", "O", "H", "H", "H", "H", "C", "O", "H", "H", "H", "H", "C", "O", "N", "N", "H", "H", "H", "H", "C", "O", "N", "N", "H", "H", "H", "H", "C", "O", "N", "N", "H", "H", "H", "H", "C", "O", "N", "N", "H", "H", "H", "H", "C", "O", "N", "N", "H", "H", "H", "H", "C", "O", "N", "N", "H", "H", "H", "H"],
  "positions_angstrom": [[0.64, 0.68, -4.45], [1.45, 0.74, -0.25], [0.25, 0.19, -1.02], [-0.03, 0.91, -2.17], [1.12, 1.63, 0.28], [2.24, 0.94, -0.98], [1.75, 0.06, 0.54], [-0.57, 0.02, -0.31], [0.50, -0.86, -1.27], [-1.65, 1.99, 2.69], [-1.45, 1.78, 4.07], [-2.48, 2.63, 2.41], [-0.71, 2.31, 2.23], [-1.84, 1.03, 2.17], [-1.73, 0.87, 4.32], [4.22, 3.60, 0.59], [4.10, 4.97, 0.25], [5.05, 3.39, 1.28], [3.33, 3.22, 1.08], [4.46, 3.03, -0.31], [4.91, 5.21, -0.21], [1.93, 0.14, 3.92], [0.77, -0.38, 3.28], [1.84, 1.23, 3.88], [1.93, -0.16, 4.97], [2.83, -0.24, 3.45], [-0.02, -0.40, 3.84], [3.08, -3.22, 1.76], [1.83, -3.23, 2.38], [3.17, -2.49, 0.95], [3.94, -2.89, 2.37], [3.39, -4.24, 1.52], [1.45, -2.34, 2.40], [-0.49, 4.61, 0.41], [-0.11, 5.44, 1.22], [0.38, 3.88, -0.35], [-1.80, 4.20, 0.33], [0.17, 3.25, -1.11], [1.35, 4.09, -0.17], [-2.08, 3.44, -0.26], [-2.40, 4.52, 1.07], [4.03, 0.62, -3.42], [2.92, 0.43, -3.95], [4.16, 1.68, -2.58], [5.16, -0.05, -3.75], [3.26, 1.96, -2.21], [5.01, 2.05, -2.19], [5.95, 0.28, -3.22], [5.29, -0.48, -4.65], [-3.84, 1.97, -1.79], [-3.83, 1.82, -0.58], [-2.92, 1.36, -2.64], [-4.94, 2.47, -2.43], [-2.02, 1.16, -2.20], [-3.20, 1.21, -3.58], [-5.72, 2.55, -1.79], [-5.07, 2.51, -3.42], [0.55, -2.83, -3.97], [0.91, -1.63, -4.00], [0.35, -3.59, -5.10], [0.06, -3.35, -2.82], [0.49, -3.10, -5.96], [-0.12, -4.46, -4.97], [0.08, -2.73, -2.02], [-0.26, -4.30, -2.76], [-2.14, -1.97, 3.84], [-1.82, -0.96, 4.47], [-1.48, -2.47, 2.75], [-3.25, -2.70, 4.20], [-0.85, -1.87, 2.26], [-1.92, -3.28, 2.32], [-3.49, -3.56, 3.74], [-3.84, -2.30, 4.89], [-3.52, -3.82, 0.26], [-2.35, -3.91, 0.64], [-4.48, -4.79, 0.37], [-3.97, -2.69, -0.39], [-4.17, -5.65, 0.79], [-5.42, -4.66, 0.08], [-4.92, -2.66, -0.69], [-3.40, -1.86, -0.29]],
  "lowdin_charge": [1.608, -0.073, -0.440, -0.476, 0.050, 0.037, 0.064, 0.104, 0.068, -0.168, -0.128, 0.062, 0.066, 0.070, 0.030, -0.159, -0.101, 0.085, 0.077, 0.044, 0.076, -0.122, -0.171, 0.080, 0.088, 0.071, 0.037, -0.196, -0.113, 0.067, 0.072, 0.076, 0.035, -0.672, 0.033, 0.151, 0.160, 0.062, 0.080, 0.058, 0.102, -0.602, -0.160, 0.181, 0.197, 0.086, 0.104, 0.113, 0.123, -0.668, 0.023, 0.138, 0.147, 0.048, 0.072, 0.108, 0.088, -0.596, -0.155, 0.177, 0.203, 0.108, 0.108, 0.103, 0.116, -0.607, -0.001, 0.185, 0.163, 0.085, 0.056, 0.091, 0.107, -0.641, -0.014, 0.160, 0.162, 0.108, 0.096, 0.092, 0.103],
  "lumo_ev": -4.47,
  "total_charge": 1,
  "e_above_lowest_kcal_mol": 0.00,
  "orbital_gap_ev": 6.092,
  "multiplicity": 1,
  "e_tot_ev": -72016.294
}


[3]
{
  "formula": "C4H8NO",
  "method": "ωB97M-V with the def2-TZVPD basis set",
  "symbols": ["C", "C", "C", "C", "N", "O", "H", "H", "H", "H", "H", "H", "H", "H"],
  "positions_angstrom": [[-0.11, -2.83, -1.44], [-0.23, -2.12, -0.29], [-0.38, -0.66, -0.40], [0.07, 1.49, 0.15], [0.14, 2.27, 1.43], [0.03, 0.19, 0.45], [0.11, -3.90, -1.51], [0.17, -2.34, -2.45], [-0.39, -2.50, 0.75], [-0.77, -0.17, -1.28], [-0.51, 2.06, -0.55], [0.02, 1.61, 2.27], [-0.62, 2.92, 1.55], [0.96, 2.96, 1.49]],
  "lowdin_charge": [0.058, -0.104, -0.106, -0.154, 0.162, 0.023, 0.077, 0.107, 0.131, 0.144, 0.116, 0.207, 0.145, 0.194],
  "lumo_ev": [-4.55, -4.13],
  "total_charge": 1,
  "e_above_lowest_kcal_mol": 98.93,
  "orbital_gap_ev": [7.014, 8.236],
  "multiplicity": 1,
  "e_tot_ev": -7803.813
}


[4]
{
  "formula": "C5H9NO",
  "method": "ωB97M-V with the def2-TZVPD basis set",
  "symbols": ["C", "C", "N", "C", "C", "C", "O", "H", "H", "H", "H", "H", "H", "H", "H", "H"],
  "positions_angstrom": [[-1.70, 0.06, 1.14], [-1.21, -0.34, -0.25], [-0.56, 0.77, -0.98], [0.67, 1.22, -0.99], [1.61, 0.49, 0.00], [2.13, -0.83, -0.51], [1.50, -1.87, -0.53], [-0.87, 0.38, 1.77], [-2.43, 0.87, 1.10], [-2.17, -0.80, 1.63], [-2.06, -0.66, -0.87], [-1.19, 1.27, -1.59], [-0.51, -1.17, -0.20], [1.13, 0.30, 0.97], [2.47, 1.15, 0.17], [3.18, -0.83, -0.86]],
  "lowdin_charge": [-0.086, -0.227, -0.052, -0.054, -0.198, -0.251, 0.030, 0.062, 0.074, 0.077, 0.117, 0.112, 0.087, 0.099, 0.090, 0.120],
  "lumo_ev": 0.74,
  "e_above_lowest_kcal_mol": 74.17,
  "orbital_gap_ev": 8.872,
  "multiplicity": 1,
  "e_tot_ev": -8865.996
}


[5]
{
  "formula": "C3H6NS",
  "method": "ωB97M-V with the def2-TZVPD basis set",
  "symbols": ["C", "S", "C", "C", "N", "H", "H", "H", "H", "H", "H"],
  "positions_angstrom": [[-0.77, -1.23, -0.06], [-1.88, 0.18, -0.11], [-0.33, 0.95, 0.37], [0.86, 0.86, -0.55], [0.52, -0.27, 0.32], [-0.74, -1.96, -0.86], [-0.90, -1.88, 0.76], [-0.37, 1.79, 1.08], [0.67, 0.82, -1.70], [1.82, 1.33, -0.31], [1.13, -0.60, 1.05]],
  "lowdin_charge": [-0.282, 0.984, -0.461, -0.038, -0.018, 0.101, 0.076, 0.138, 0.177, 0.141, 0.182],
  "lumo_ev": -3.92,
  "total_charge": 1,
  "e_above_lowest_kcal_mol": 17.49,
  "smiles": "C1S[C@@H]2C[N@H+]12",
  "orbital_gap_ev": 10.182,
  "multiplicity": 1,
  "e_tot_ev": -15523.826
}


[6]
{
  "formula": "C4H3FO5Pb",
  "method": "ωB97M-V with the def2-TZVPD basis set",
  "symbols": ["C", "C", "F", "H", "H", "H", "O", "C", "O", "O", "Pb", "O", "O", "C"],
  "positions_angstrom": [[-1.33, -0.37, -0.37], [-0.42, -1.13, 0.60], [-2.48, -0.03, 0.29], [-1.60, -0.96, -1.25], [-0.25, -0.54, 1.51], [-0.97, -2.03, 0.89], [0.79, -1.56, 0.01], [1.92, -0.75, -0.04], [2.89, -1.31, -0.53], [-0.04, 1.99, 0.85], [1.94, 1.43, 0.50], [0.46, 2.57, -1.20], [-0.66, 0.74, -0.87], [-0.24, 1.94, -0.39]],
  "lowdin_charge": [-0.312, -0.135, 0.058, 0.176, 0.126, 0.143, -0.071, -0.562, 0.010, -0.193, 1.532, -0.009, 0.044, -0.807],
  "lumo_ev": -1.25,
  "orbital_gap_ev": 7.942,
  "multiplicity": 1,
  "e_tot_ev": -22397.179
}


Q: Number 5 is which compound?
A: C3H6NS